ORCA calculation (ωB97M-V with the def2-TZVPD basis set) on a structure of composition C20H13N3O4S4Y.

CARTESIAN COORDINATES (ANGSTROEM)
Y 0.286 3.094 1.653
S -1.670 3.309 3.381
C -0.330 3.788 4.406
S 1.203 4.378 3.744
C -0.474 3.724 5.768
C -1.700 3.286 6.362
N -2.680 2.930 6.849
C 0.575 4.111 6.658
N 1.419 4.417 7.378
C -0.038 -7.624 -2.794
C 0.118 -6.165 -2.412
O -0.194 -5.271 -3.145
S 0.797 -5.995 -0.779
C 0.730 -4.268 -0.404
C 1.126 -3.264 -1.283
C 1.105 -1.941 -0.873
C 0.711 -1.608 0.423
C 0.309 -2.622 1.297
C 0.314 -3.940 0.884
C 0.712 -0.249 0.880
C 0.746 0.893 1.310
H 0.226 -7.731 -3.845
H -1.086 -7.896 -2.663
H 0.569 -8.285 -2.177
H 1.436 -3.509 -2.286
H 1.382 -1.164 -1.572
H -0.001 -2.365 2.300
H -0.004 -4.718 1.568
N -1.020 4.749 0.313
C -0.748 3.822 -0.740
C 0.550 3.762 -1.235
C 0.907 2.758 -2.132
C -0.018 1.810 -2.524
C -1.306 1.862 -1.999
C -1.679 2.851 -1.104
S 0.414 0.528 -3.706
O -0.175 1.009 -4.941
O 1.868 0.521 -3.679
O -0.214 -0.655 -3.148
H -0.670 5.684 0.142
H -1.996 4.798 0.578
H 1.280 4.519 -0.949
H 1.914 2.700 -2.525
H -2.013 1.095 -2.289
H -2.681 2.872 -0.692

Atomic forces in eV per Å
Y -0.40 0.24 0.30
S 0.20 -0.13 -0.08
C 0.10 0.18 0.01
S -0.11 -0.19 -0.09
C -0.09 0.05 -0.01
C 0.07 -0.03 -0.02
N -0.01 0.03 0.03
C 0.03 -0.02 -0.04
N -0.02 0.02 0.04
C 0.04 0.05 0.06
C -0.06 -0.17 -0.16
O -0.02 0.11 0.09
S 0.11 -0.05 0.05
C -0.06 0.18 0.03
C 0.01 -0.18 0.03
C 0.09 0.11 0.02
C -0.06 -0.10 0.07
C 0.05 0.03 0.01
C -0.04 -0.01 0.05
C 0.12 -0.03 -0.05
C 0.02 -0.17 -0.15
H -0.02 -0.04 0.00
H -0.02 0.01 -0.03
H 0.02 0.02 -0.01
H -0.01 0.04 -0.04
H 0.04 -0.08 0.07
H -0.01 0.00 0.00
H 0.00 -0.02 -0.04
N -0.03 0.15 0.00
C -0.16 -0.02 -0.04
C 0.25 -0.10 0.01
C 0.10 0.07 -0.01
C -0.17 0.16 0.12
C 0.00 -0.14 -0.05
C 0.11 0.05 0.05
S 0.06 0.02 -0.15
O 0.01 0.02 0.01
O -0.04 -0.05 0.05
O -0.08 0.02 -0.13
H 0.01 -0.02 -0.03
H 0.03 -0.01 0.03
H -0.04 0.03 -0.01
H 0.00 -0.03 -0.02
H 0.01 -0.01 -0.01
H 0.00 0.02 0.01

The calculation puts the HOMO energy at -6.18 eV. The relative energy (zero: lowest compared OMol25 entry of this formula, charge and spin) is 0.205 eV. Its molecular weight is 576.52 g/mol. The calculation puts the frontier orbital gap at 7.613 eV. The calculation puts the total energy at -77997.9539 eV. Its net charge is -1. The spin multiplicity is 1.

---

ORCA calculation (ωB97M-V with the def2-TZVPD basis set) on a structure of composition C4H38NO15 at a distorted geometry.

CARTESIAN COORDINATES (ANGSTROEM)
O -1.097 0.804 1.652
C -0.676 0.262 2.643
C 0.711 -0.351 2.549
N 0.945 -0.990 1.253
C 1.967 -0.268 0.413
C 0.872 -1.361 3.714
H -1.290 0.096 3.540
H 1.305 0.515 2.875
H 1.263 -1.953 1.340
H 0.050 -0.820 0.727
H 1.722 -0.314 -0.644
H 2.982 -0.602 0.575
H 1.946 0.751 0.791
H 0.738 -2.365 3.300
H 0.146 -1.086 4.471
H 1.890 -1.447 4.083
H -2.517 -4.955 -0.184
H -3.061 -3.671 0.308
O -2.957 -4.587 0.590
H -4.666 1.110 -0.557
H -3.874 1.872 -1.576
O -3.753 1.251 -0.837
H -2.983 -0.275 -2.770
H -3.221 0.593 -1.538
O -2.927 -0.297 -1.808
H -0.081 -4.223 2.685
H -1.094 -4.653 1.696
O -0.217 -4.244 1.732
H 0.101 3.277 2.535
H 0.274 3.402 3.991
O 0.441 2.774 3.284
H 4.087 -3.823 0.426
H 2.527 -3.920 0.097
O 3.249 -3.363 0.394
H -2.511 3.097 0.569
H -2.197 2.124 1.601
O -2.654 2.979 1.511
H -0.629 0.551 -1.178
H 0.374 1.210 -2.163
O -0.439 1.351 -1.670
H 3.577 3.119 1.480
H 4.529 1.928 1.513
O 3.832 2.325 1.003
H 0.779 0.161 -4.981
H 1.241 1.567 -5.328
O 0.731 1.076 -4.678
H -1.851 2.237 -3.433
H -2.082 2.582 -1.940
O -2.467 2.622 -2.814
H 3.473 2.550 -3.955
H 3.741 1.087 -4.557
O 3.512 1.624 -3.799
H -1.793 -1.198 -0.804
H -2.374 -1.139 0.583
O -1.524 -1.183 0.140
H 3.372 -0.541 -2.297
H 2.230 0.031 -3.036
O 2.447 -0.742 -2.490

Atomic forces in eV per Å
O -0.05 0.09 0.57
C -0.03 -0.43 -1.67
C -0.23 -0.69 3.59
N 0.89 1.99 -1.07
C 0.05 1.15 0.53
C 0.46 -0.47 -1.25
H 0.20 0.36 0.18
H 0.53 -0.13 -1.15
H -0.72 -0.30 -0.02
H -0.02 -1.29 0.15
H -0.03 -0.22 0.21
H -0.03 -0.60 0.15
H -0.01 0.19 -0.50
H -0.76 0.04 0.38
H 0.22 -0.46 0.41
H 0.02 0.63 0.34
H -0.05 -0.37 0.01
H -0.12 0.09 0.26
O 0.27 0.19 -0.27
H 0.05 -0.35 0.32
H 0.01 0.93 0.01
O -4.34 7.23 4.18
H 0.27 -0.60 -0.08
H 1.09 -1.93 -0.65
O 2.73 -5.64 -4.18
H 0.32 -0.06 0.08
H -0.23 0.15 -0.56
O -0.05 0.02 0.45
H -0.15 -0.23 -0.40
H 0.10 -0.08 0.47
O 0.01 0.27 -0.03
H -0.18 -0.50 -0.15
H 0.38 -0.54 -0.09
O -0.41 1.10 0.33
H -0.30 0.48 -0.19
H -0.33 0.16 0.42
O 0.40 -0.20 -0.16
H -0.14 -0.24 0.04
H 0.01 -0.05 -0.07
O 0.40 0.33 0.20
H 0.05 0.07 0.07
H 0.49 -0.12 0.34
O -0.53 0.06 -0.36
H -0.14 0.00 -0.03
H -0.01 0.10 0.04
O -0.09 -0.25 0.08
H 0.47 -0.25 0.13
H 0.93 -0.14 -0.21
O -1.56 0.68 -0.12
H 0.19 0.92 -0.75
H 0.21 0.59 -0.47
O -0.15 -1.49 1.22
H -0.30 0.34 -0.05
H -0.02 0.27 0.18
O 0.20 -0.91 -0.45
H 0.01 -0.25 0.13
H -0.13 -0.04 -0.08
O 0.14 0.40 -0.45

The calculation puts the HOMO energy at -12.71 eV. The relative energy (zero: lowest compared OMol25 entry of this formula, charge and spin) is 3.492 eV. Its molecular weight is 340.34 g/mol. The calculation puts the frontier orbital gap at 10.300 eV. The calculation puts the total energy at -36958.9498 eV. Its net charge is +1. The spin multiplicity is 1.

---

ORCA calculation (ωB97M-V with the def2-TZVPD basis set) on an isolated molecule of C2H4O2 at a distorted geometry.

CARTESIAN COORDINATES (ANGSTROEM)
C -0.920 -0.344 -0.055
O -0.097 0.786 -0.123
C 1.202 0.495 0.010
O 1.662 -0.608 -0.069
H -0.988 -0.585 1.129
H -2.024 -0.092 -0.266
H -0.537 -1.176 -0.662
H 1.703 1.524 0.035

Atomic forces in eV per Å
C -2.70 -0.91 3.06
O -0.07 0.47 -0.07
C 0.31 1.35 -1.18
O 0.33 0.56 0.56
H 0.35 -0.21 -2.77
H 1.99 -0.04 -0.27
H -0.30 0.28 0.42
H 0.08 -1.50 0.25

The calculation puts the HOMO energy at -10.99 eV. The relative energy (zero: lowest compared OMol25 entry of this formula, charge and spin) is 1.285 eV. Its structure (SMILES) is COC=O. Its molecular weight is 60.05 g/mol. The calculation puts the frontier orbital gap at 11.913 eV. The calculation puts the total energy at -6233.0229 eV. Its net charge is 0. The spin multiplicity is 1.

---

ORCA calculation (ωB97M-V with the def2-TZVPD basis set) on an isolated molecule of C3H8N2 at a distorted geometry.

CARTESIAN COORDINATES (ANGSTROEM)
C 0.731 -1.051 -0.049
C -0.960 0.683 0.425
C -0.447 -0.397 -0.679
N 1.874 -0.424 0.172
N 2.497 0.703 0.083
H 0.815 -2.028 0.236
H -1.502 1.506 -0.073
H -0.114 1.167 0.952
H -1.633 0.067 1.089
H 0.018 0.257 -1.563
H -1.178 -1.059 -0.902
H 2.642 -1.061 0.427
H 1.983 1.596 -0.157

Atomic forces in eV per Å
C 0.46 2.50 -0.86
C -0.50 -1.10 -1.03
C 4.06 5.23 1.44
N 0.82 -1.36 -0.02
N 0.04 2.68 -0.38
H -0.20 -2.48 0.44
H -0.13 -0.50 0.31
H -0.48 -0.65 -0.09
H 0.73 1.18 -0.28
H -1.40 -1.59 1.31
H -2.18 -1.82 -1.15
H -0.93 -0.14 0.21
H -0.30 -1.96 0.11

The calculation puts the HOMO energy at -7.58 eV. The relative energy (zero: lowest compared OMol25 entry of this formula, charge and spin) is 4.200 eV. Its molecular weight is 72.11 g/mol. The calculation puts the frontier orbital gap at 8.549 eV. The calculation puts the total energy at -6217.6467 eV. Its net charge is 0. The spin multiplicity is 1.